19
Properties=species:S:1:pos:R:3 method="wB97M-V/def2-TZVPD" homo_lumo_gap_ev=9.71 de_lowest_kcal_mol=56.62 homo_energy_ev=-8.65 max_force_ev_per_a=2.1
C 1.49 2.39 1.09
C 0.35 2.23 0.37
C -0.80 1.33 0.78
C -0.37 -0.17 0.63
N -0.34 -0.43 -0.82
C -0.69 -1.81 -1.20
N 0.36 -2.75 -0.80
H 1.97 3.34 0.92
H 1.91 1.69 1.78
H 0.40 2.53 -0.68
H -1.04 1.53 1.81
H -1.61 1.40 0.07
H 0.67 -0.23 0.98
H -1.08 -0.86 1.06
H 0.62 -0.45 -1.16
H -1.62 -2.07 -0.63
H -0.82 -1.96 -2.26
H 0.21 -3.68 -1.19
H 0.38 -2.95 0.20